Record 1
Computed, not measured: a molecular structure, C19H43P3S2Ti at a distorted geometry, with ωB97M-V/def2-TZVPD.

Output
total charge	+3
orbital gap (spin up / spin down)	0.2617 / 0.2401	Eh
⟨S²⟩	0.7705
energy relative to the best compared isomer or geometry (same formula, charge and spin)	1.448	eV
multiplicity	2
HOMO energy (spin up / spin down)	-16.544 / -17.155	eV

XYZ file:
```
68
C19H43P3S2Ti ωB97M-V/def2-TZVPD
Ti 1.624 -0.145 0.018
P -0.031 1.716 1.467
P -3.743 -1.526 -0.214
P 3.518 1.146 0.313
H 1.454 -1.179 -2.517
C 2.223 -0.865 -1.804
C 2.549 -1.819 -0.754
H 2.046 -2.806 -0.703
C -0.503 3.239 0.578
C -1.557 1.427 2.439
C 0.902 2.473 2.866
C -5.198 -2.147 -0.979
C -3.644 -1.685 1.572
C -3.458 0.197 -0.614
C 5.033 0.738 -0.536
C 3.989 1.205 2.077
C 3.150 2.892 -0.100
H 3.077 -0.323 -2.224
H 3.573 -1.866 -0.379
H -0.899 3.937 1.315
H -1.284 3.005 -0.149
H 0.355 3.691 0.073
H -1.719 2.272 3.120
H -1.476 0.518 3.042
H -2.450 1.358 1.820
H 0.232 3.186 3.367
H 1.784 3.020 2.514
H 1.199 1.701 3.592
H -5.912 -2.306 -0.166
H -4.925 -3.110 -1.440
H -5.635 -1.466 -1.720
H -4.633 -1.859 2.008
H -3.231 -0.779 2.051
H -3.006 -2.546 1.813
H -4.437 0.687 -0.700
H -2.922 0.276 -1.564
H -2.856 0.702 0.150
H 5.667 1.622 -0.516
H 4.820 0.433 -1.563
H 5.533 -0.064 0.012
H 4.678 2.054 2.179
H 4.497 0.281 2.357
H 3.116 1.362 2.721
H 4.082 3.338 -0.470
H 2.797 3.438 0.787
H 2.377 2.941 -0.882
C -1.175 -1.034 -2.699
C -0.768 0.310 -2.902
C -0.907 0.916 -4.148
C -1.475 0.194 -5.202
C -1.870 -1.145 -5.016
C -1.687 -1.750 -3.793
S -1.105 -1.959 -1.253
H -2.744 -2.383 -0.948
H -0.322 0.840 -2.056
H -0.591 1.967 -4.295
H -1.633 0.659 -6.167
H -2.343 -1.753 -5.803
H -1.970 -2.778 -3.620
C 1.423 -1.288 3.469
S 1.405 -1.749 1.728
C 0.301 -3.212 1.770
H 2.216 -0.548 3.584
H 1.688 -2.231 3.957
H 0.457 -0.888 3.784
H 0.815 -3.922 2.439
H -0.706 -2.984 2.158
H 0.233 -3.626 0.756
```

natural (NBO) population analysis, charges in e, atoms 1 to 4:
1. Ti 1.43
2. P 0.77
3. P 1.32
4. P 0.76

Record 2
Computed, not measured: a molecular structure, C19H44B3FO5V at a distorted geometry, with ωB97M-V/def2-TZVPD.

Output
total charge	-2
orbital gap (spin up / spin down)	0.1562 / 0.2220	Eh
⟨S²⟩	3.7553
multiplicity	4
HOMO energy (spin up / spin down)	-0.213 / -2.003	eV

XYZ file:
```
73
C19H44B3FO5V ωB97M-V/def2-TZVPD
V 0.600 -1.366 2.363
B 2.726 -1.326 3.376
H 2.115 -2.233 3.657
H 2.633 -1.148 2.262
H 2.180 -0.427 3.872
H 3.838 -1.312 3.709
B 0.238 -3.109 1.043
H -0.139 -2.201 0.484
H 0.092 -4.083 0.431
H 1.303 -2.864 1.297
H -0.361 -3.145 1.996
B -0.700 -1.112 4.125
H -0.057 -0.199 4.002
H -1.418 -0.969 5.029
H -1.372 -1.134 3.215
H -0.144 -2.093 4.141
C 0.008 1.165 0.224
O 0.667 0.560 1.255
H -0.089 0.404 -0.584
H -1.023 1.485 0.473
H 0.455 2.039 -0.286
C 4.480 3.357 0.110
C 3.013 3.718 -0.067
O 2.383 4.118 0.880
C 2.353 3.685 -1.435
H 4.838 3.735 1.060
H 4.990 3.814 -0.741
H 4.559 2.268 0.053
H 1.453 4.291 -1.472
H 2.068 2.637 -1.555
H 3.048 3.992 -2.218
C 3.591 -2.159 -0.315
C 3.901 -0.758 -0.766
O 4.907 -0.183 -0.409
C 2.916 -0.160 -1.716
H 3.845 -2.235 0.745
H 4.300 -2.849 -0.788
H 2.569 -2.509 -0.421
H 1.906 -0.351 -1.353
H 3.045 -0.576 -2.719
H 3.075 0.915 -1.808
C 0.156 2.671 -5.576
C 0.450 1.414 -4.777
O 1.297 0.658 -5.187
C -0.346 1.214 -3.530
H 0.439 2.435 -6.604
H 0.702 3.556 -5.251
H -0.893 2.972 -5.632
H -0.051 0.341 -2.950
H -1.385 1.069 -3.842
H -0.320 2.049 -2.827
C -2.838 1.455 2.685
C -3.912 1.791 3.682
O -4.787 2.605 3.469
C -3.791 1.171 5.081
H -3.127 0.519 2.196
H -1.933 1.213 3.240
H -2.746 2.223 1.925
H -4.355 1.729 5.822
H -2.741 1.101 5.368
H -4.117 0.130 5.013
F -6.029 -1.505 -2.346
C -4.886 -2.194 -2.118
C -3.796 -1.520 -1.596
C -2.596 -2.164 -1.359
C -2.491 -3.505 -1.727
C -3.563 -4.156 -2.312
C -4.806 -3.539 -2.458
H -3.931 -0.480 -1.320
H -1.726 -1.660 -0.964
H -1.567 -4.055 -1.608
H -3.495 -5.176 -2.671
H -5.609 -4.047 -2.975
```

Mulliken population analysis, charges in e, atoms 1 to 4:
1. V 0.74
2. B 0.42
3. H -0.15
4. H -0.23

Record 3
Computed, not measured: 9 unconnected molecules or ions with the total composition C19H44N5O17 at a distorted geometry, with ωB97M-V/def2-TZVPD.

Output
total charge	+1
orbital gap	0.1970	Eh
energy relative to the best compared isomer or geometry (same formula, charge and spin)	0.000	eV
multiplicity	1
HOMO energy	-9.409	eV

XYZ file:
```
85
C19H44N5O17 ωB97M-V/def2-TZVPD
C -0.038 6.408 -0.306
C -0.607 5.280 0.478
O -1.626 5.315 1.084
N 0.155 4.005 0.393
H 0.069 3.685 -0.598
H 1.143 4.234 0.620
C -0.339 2.959 1.316
H 0.357 6.127 -1.285
H 0.829 6.781 0.249
H -0.821 7.141 -0.462
H 0.518 2.357 1.615
H -0.990 2.340 0.702
H -0.802 3.387 2.196
C -2.770 -0.578 1.456
C -2.800 -0.924 2.898
O -1.912 -0.813 3.667
N -4.166 -1.434 3.385
H -4.866 -0.724 3.153
H -4.335 -2.303 2.875
C -4.255 -1.732 4.860
H -2.010 -1.168 0.940
H -2.594 0.491 1.309
H -3.707 -0.724 0.910
H -5.047 -2.464 4.986
H -4.422 -0.797 5.384
H -3.326 -2.153 5.233
C -0.894 -2.187 -3.172
C -1.002 -2.968 -4.443
O -0.947 -4.137 -4.580
N -1.416 -2.101 -5.603
H -0.951 -1.185 -5.579
H -1.030 -2.499 -6.467
C -2.892 -1.956 -5.684
H -0.303 -2.739 -2.440
H -1.853 -2.004 -2.686
H -0.439 -1.216 -3.366
H -3.375 -2.874 -6.015
H -3.129 -1.156 -6.374
H -3.254 -1.744 -4.683
C 4.688 -0.282 1.609
C 4.974 -0.699 0.209
O 5.827 -1.422 -0.155
N 3.955 -0.189 -0.790
H 3.256 0.268 -0.184
H 4.304 0.607 -1.338
C 3.335 -1.311 -1.552
H 3.702 -0.661 1.905
H 4.654 0.804 1.705
H 5.403 -0.757 2.275
H 2.907 -2.017 -0.846
H 4.111 -1.722 -2.185
H 2.504 -0.845 -2.078
C -0.671 -4.201 2.244
C 0.026 -3.624 3.427
O -0.158 -3.877 4.565
N 1.006 -2.547 3.059
H 1.875 -3.020 2.778
H 0.740 -2.079 2.159
C 1.392 -1.618 4.161
H 0.008 -4.902 1.748
H -0.966 -3.455 1.503
H -1.555 -4.764 2.533
H 1.661 -2.186 5.044
H 0.513 -1.020 4.398
H 2.150 -0.931 3.802
O -3.050 0.814 -1.959
C -3.305 0.575 -3.304
O -4.494 0.622 -3.628
O -2.318 0.366 -4.063
H -2.105 0.664 -1.823
O 0.911 1.763 -1.710
C 1.015 2.804 -2.652
O 1.968 2.745 -3.419
O 0.167 3.728 -2.550
H 1.691 1.233 -1.919
O 3.572 2.083 0.170
C 3.866 3.426 0.454
O 2.824 4.103 0.686
O 5.010 3.821 0.318
H 2.602 2.158 0.188
O -0.490 0.021 -0.816
C 0.480 -0.316 0.113
O 0.476 -1.482 0.613
O 1.367 0.542 0.329
H 0.021 0.856 -0.992
```

Mulliken population analysis, charges in e, atoms 1 to 4:
1. C -1.13
2. C 0.81
3. O -0.50
4. N 0.43

Copy entry 3 word for word.
Computed, not measured: 9 unconnected molecules or ions with the total composition C19H44N5O17 at a distorted geometry, with ωB97M-V/def2-TZVPD.

Output
total charge	+1
orbital gap	0.1970	Eh
energy relative to the best compared isomer or geometry (same formula, charge and spin)	0.000	eV
multiplicity	1
HOMO energy	-9.409	eV

XYZ file:
```
85
C19H44N5O17 ωB97M-V/def2-TZVPD
C -0.038 6.408 -0.306
C -0.607 5.280 0.478
O -1.626 5.315 1.084
N 0.155 4.005 0.393
H 0.069 3.685 -0.598
H 1.143 4.234 0.620
C -0.339 2.959 1.316
H 0.357 6.127 -1.285
H 0.829 6.781 0.249
H -0.821 7.141 -0.462
H 0.518 2.357 1.615
H -0.990 2.340 0.702
H -0.802 3.387 2.196
C -2.770 -0.578 1.456
C -2.800 -0.924 2.898
O -1.912 -0.813 3.667
N -4.166 -1.434 3.385
H -4.866 -0.724 3.153
H -4.335 -2.303 2.875
C -4.255 -1.732 4.860
H -2.010 -1.168 0.940
H -2.594 0.491 1.309
H -3.707 -0.724 0.910
H -5.047 -2.464 4.986
H -4.422 -0.797 5.384
H -3.326 -2.153 5.233
C -0.894 -2.187 -3.172
C -1.002 -2.968 -4.443
O -0.947 -4.137 -4.580
N -1.416 -2.101 -5.603
H -0.951 -1.185 -5.579
H -1.030 -2.499 -6.467
C -2.892 -1.956 -5.684
H -0.303 -2.739 -2.440
H -1.853 -2.004 -2.686
H -0.439 -1.216 -3.366
H -3.375 -2.874 -6.015
H -3.129 -1.156 -6.374
H -3.254 -1.744 -4.683
C 4.688 -0.282 1.609
C 4.974 -0.699 0.209
O 5.827 -1.422 -0.155
N 3.955 -0.189 -0.790
H 3.256 0.268 -0.184
H 4.304 0.607 -1.338
C 3.335 -1.311 -1.552
H 3.702 -0.661 1.905
H 4.654 0.804 1.705
H 5.403 -0.757 2.275
H 2.907 -2.017 -0.846
H 4.111 -1.722 -2.185
H 2.504 -0.845 -2.078
C -0.671 -4.201 2.244
C 0.026 -3.624 3.427
O -0.158 -3.877 4.565
N 1.006 -2.547 3.059
H 1.875 -3.020 2.778
H 0.740 -2.079 2.159
C 1.392 -1.618 4.161
H 0.008 -4.902 1.748
H -0.966 -3.455 1.503
H -1.555 -4.764 2.533
H 1.661 -2.186 5.044
H 0.513 -1.020 4.398
H 2.150 -0.931 3.802
O -3.050 0.814 -1.959
C -3.305 0.575 -3.304
O -4.494 0.622 -3.628
O -2.318 0.366 -4.063
H -2.105 0.664 -1.823
O 0.911 1.763 -1.710
C 1.015 2.804 -2.652
O 1.968 2.745 -3.419
O 0.167 3.728 -2.550
H 1.691 1.233 -1.919
O 3.572 2.083 0.170
C 3.866 3.426 0.454
O 2.824 4.103 0.686
O 5.010 3.821 0.318
H 2.602 2.158 0.188
O -0.490 0.021 -0.816
C 0.480 -0.316 0.113
O 0.476 -1.482 0.613
O 1.367 0.542 0.329
H 0.021 0.856 -0.992
```

Mulliken population analysis, charges in e, atoms 1 to 4:
1. C -1.13
2. C 0.81
3. O -0.50
4. N 0.43

- Which formula does entry 1 have?
  C19H43P3S2Ti